No. 1
ORCA calculation (ωB97M-V/def2-TZVPD) on a structure of composition C40H53BrGe2MgN3O2.

XYZ file:
```
102
Properties=species:S:1:pos:R:3:forces:R:3
Mg -0.673784 -0.222539 -0.256069 0.304 -0.418 0.422
C 0.786935 -4.371548 -5.199396 -0.057 -0.015 0.059
C -0.024184 -5.080786 -4.100634 -0.039 -0.086 -0.142
C 0.712078 -6.347033 -3.637891 -0.038 0.084 0.035
C -1.380971 -5.478793 -4.685658 0.076 0.035 0.068
C -0.167647 -4.125099 -2.930003 0.021 0.071 0.097
C 0.965787 -3.646338 -2.270755 -0.051 -0.040 0.007
C 0.826675 -2.718237 -1.263369 0.111 -0.102 0.020
N -0.351928 -2.221502 -0.882691 0.058 -0.186 -0.146
C -1.456721 -2.696380 -1.471873 0.195 -0.235 -0.155
C -1.394207 -3.656079 -2.475443 -0.014 0.005 0.032
C -2.738317 -2.106818 -1.014309 -0.283 0.133 0.207
C -3.971301 -2.485370 -1.532228 0.115 -0.094 -0.071
C -5.140289 -1.873153 -1.101438 -0.005 0.145 0.157
C -5.007810 -0.910313 -0.099370 0.061 -0.107 -0.050
C -3.753814 -0.583255 0.366252 -0.151 -0.051 -0.018
N -2.630390 -1.150896 -0.077652 -0.173 0.058 -0.367
C -6.504960 -2.159565 -1.699643 -0.131 -0.010 -0.139
C -7.486770 -2.580103 -0.596464 0.061 -0.004 -0.025
C -7.003723 -0.866161 -2.372231 0.049 -0.104 -0.004
C -6.446617 -3.261740 -2.759433 0.008 0.107 0.099
H 0.905941 -5.040168 -6.052755 0.015 0.005 -0.003
H 1.779425 -4.084336 -4.851236 0.005 -0.009 -0.012
H 0.270333 -3.470908 -5.537095 0.027 0.008 -0.013
H 0.791006 -7.053205 -4.464714 0.006 0.007 -0.011
H 0.169650 -6.830998 -2.823700 0.024 -0.032 -0.006
H 1.721194 -6.120955 -3.292595 0.005 -0.028 0.009
H -1.224894 -6.140797 -5.536893 -0.008 -0.009 0.000
H -1.928959 -4.604091 -5.042102 -0.035 -0.031 -0.014
H -1.992928 -6.013844 -3.956211 -0.024 0.005 -0.021
H 1.953415 -3.985105 -2.549923 0.017 0.026 0.033
H 1.695991 -2.349515 -0.729970 0.001 0.065 -0.075
H -2.306969 -4.024626 -2.916276 0.043 0.041 -0.033
H -4.015980 -3.246156 -2.296455 -0.008 0.038 0.039
H -5.871516 -0.398195 0.299063 0.008 0.033 0.012
H -3.647313 0.182258 1.121953 0.048 0.080 0.046
H -7.626417 -1.795944 0.147825 0.013 -0.009 0.016
H -7.142064 -3.483073 -0.089458 -0.011 0.008 0.017
H -8.460560 -2.790205 -1.039898 -0.004 0.000 0.004
H -7.097751 -0.045463 -1.661396 -0.003 0.004 0.018
H -7.983941 -1.043747 -2.816619 0.002 0.016 -0.005
H -6.317409 -0.556343 -3.163045 -0.020 0.030 0.004
H -6.091258 -4.204191 -2.338045 0.004 -0.021 -0.045
H -5.803687 -2.969214 -3.591970 -0.004 -0.074 -0.024
H -7.447622 -3.427835 -3.156172 0.005 -0.024 -0.016
C -0.661468 0.101096 -5.534292 0.135 -0.066 0.121
C -0.178403 -0.271968 -4.129868 -0.156 0.220 0.100
Ge -0.856983 0.793126 -2.557950 -0.144 0.009 -0.814
C -2.843107 1.113416 -2.750414 0.109 -0.005 -0.134
C -3.394443 1.585050 -4.098828 0.031 0.012 0.167
C -0.162202 2.603207 -2.984328 -0.053 -0.199 0.021
C 0.377758 3.551067 -2.216501 0.155 0.051 0.723
Ge 0.896377 3.173292 -0.326458 0.244 -0.807 -0.082
C 0.945801 4.323263 1.317921 -0.053 -0.269 -0.703
C 1.666922 5.665794 1.229341 -0.025 -0.014 0.090
C 2.470664 1.954309 -0.354886 -0.223 0.447 0.006
C 3.795087 2.705452 -0.522097 -0.123 -0.016 -0.006
C 0.872815 4.853472 -2.722605 0.053 0.223 -0.115
C 0.398247 5.416528 -3.910428 -0.036 0.007 0.071
C 0.913242 6.611188 -4.383077 -0.021 0.012 -0.056
C 1.904584 7.283468 -3.680887 0.000 -0.005 0.016
C 2.378512 6.747800 -2.494598 0.043 0.084 0.010
C 1.864014 5.549267 -2.029951 -0.077 -0.277 -0.061
H -0.044655 -0.379213 -6.298808 -0.055 0.011 -0.037
H -0.607129 1.177562 -5.705760 -0.049 -0.006 -0.047
H -1.692074 -0.214442 -5.691491 -0.003 0.052 -0.049
H 0.912243 -0.181645 -4.088429 0.000 -0.023 0.076
H -0.404344 -1.323483 -3.931108 0.038 -0.060 0.011
H -3.077631 1.864312 -1.987345 0.037 -0.044 0.061
H -3.359847 0.196013 -2.449505 -0.032 0.012 0.025
H -2.797116 2.399889 -4.511815 -0.020 -0.011 -0.050
H -4.418734 1.953122 -3.994182 -0.005 -0.011 -0.054
H -3.405798 0.772556 -4.824182 0.007 0.056 -0.051
H -0.222314 2.841518 -4.047891 0.002 0.114 -0.015
H 1.436668 3.672914 2.047769 -0.046 -0.027 0.005
H -0.082421 4.476044 1.630188 -0.060 -0.011 0.043
H 2.700318 5.562584 0.895098 -0.006 0.049 0.043
H 1.685130 6.125781 2.218195 0.028 0.027 -0.010
H 1.153677 6.348417 0.553095 0.047 -0.001 0.010
H 2.317034 1.255332 -1.180991 -0.041 -0.012 0.014
H 2.468092 1.386586 0.579327 -0.040 0.016 0.018
H 3.837242 3.210925 -1.488327 0.047 0.014 0.018
H 4.646948 2.027703 -0.461680 0.008 0.016 -0.015
H 3.916306 3.458977 0.259833 0.077 -0.002 -0.020
H -0.391601 4.926077 -4.463429 -0.020 -0.021 0.015
H 0.532771 7.028466 -5.306627 -0.012 -0.006 0.010
H 2.299554 8.218466 -4.054820 -0.004 0.003 0.008
H 3.145728 7.264486 -1.931991 0.013 -0.029 -0.002
H 2.265687 5.125444 -1.113029 0.065 0.103 -0.105
Br -0.011844 -2.815691 2.491991 -0.090 0.030 0.100
C -0.942657 -1.218742 2.872035 0.151 0.044 -0.143
C -1.704390 -1.112772 4.026132 -0.051 0.073 0.062
C -2.368217 0.081766 4.259872 0.028 -0.115 0.000
C -2.235672 1.123588 3.355717 0.034 0.105 -0.170
C -1.440815 0.918737 2.242665 -0.032 -0.141 0.270
N -0.805476 -0.235545 1.996286 -0.113 -0.124 0.102
C -1.227016 2.000422 1.221295 -0.233 0.639 0.226
O -1.876245 3.017963 1.214433 0.125 -0.293 0.046
O -0.256244 1.696185 0.376522 0.068 0.888 0.247
H -1.769345 -1.938633 4.718544 0.005 -0.028 -0.033
H -2.988046 0.196293 5.138898 0.038 -0.010 0.030
H -2.730256 2.075873 3.485198 0.016 -0.002 0.000
```
Forces are in eV/Å.

The energy relative to the best compared isomer or geometry (same formula, charge and spin) comes out at 22.25 kcal per mole. Its multiplicity is 1. As for the total charge: +1. For the HOMO energy, the calculation gives -9.47 eV. The electronic energy is -8798.6386 hartree.

Löwdin population analysis, charges in e, atoms 1 to 99: atom 1 (Mg): 0.52, atom 2 (C): -0.03, atom 3 (C): -0.55, atom 4 (C): -0.03, atom 5 (C): -0.06, atom 6 (C): -0.14, atom 7 (C): 0.02, atom 8 (C): -0.10, atom 9 (N): 0.01, atom 10 (C): -0.20, atom 11 (C): 0.07, atom 12 (C): -0.19, atom 13 (C): 0.07, atom 14 (C): -0.14, atom 15 (C): 0.02, atom 16 (C): -0.08, atom 17 (N): 0.06, atom 18 (C): -0.55, atom 19 (C): -0.03, atom 20 (C): -0.03, atom 21 (C): -0.06, atom 22 (H): 0.09, atom 23 (H): 0.08, atom 24 (H): 0.09, atom 25 (H): 0.09, atom 26 (H): 0.09, atom 27 (H): 0.08, atom 28 (H): 0.09, atom 29 (H): 0.09, atom 30 (H): 0.09, atom 31 (H): 0.12, atom 32 (H): 0.12, atom 33 (H): 0.10, atom 34 (H): 0.10, atom 35 (H): 0.12, atom 36 (H): 0.11, atom 37 (H): 0.08, atom 38 (H): 0.09, atom 39 (H): 0.09, atom 40 (H): 0.08, atom 41 (H): 0.09, atom 42 (H): 0.09, atom 43 (H): 0.09, atom 44 (H): 0.09, atom 45 (H): 0.09, atom 46 (C): -0.18, atom 47 (C): -0.38, atom 48 (Ge): 0.88, atom 49 (C): -0.38, atom 50 (C): -0.17, atom 51 (C): -0.22, atom 52 (C): -0.30, atom 53 (Ge): 1.10, atom 54 (C): -0.28, atom 55 (C): -0.16, atom 56 (C): -0.31, atom 57 (C): -0.16, atom 58 (C): -0.24, atom 59 (C): -0.03, atom 60 (C): -0.07, atom 61 (C): -0.08, atom 62 (C): -0.07, atom 63 (C): -0.08, atom 64 (H): 0.06, atom 65 (H): 0.06, atom 66 (H): 0.05, atom 67 (H): 0.05, atom 68 (H): 0.02, atom 69 (H): 0.05, atom 70 (H): 0.02, atom 71 (H): 0.06, atom 72 (H): 0.06, atom 73 (H): 0.05, atom 74 (H): 0.05, atom 75 (H): 0.08, atom 76 (H): 0.05, atom 77 (H): 0.06, atom 78 (H): 0.08, atom 79 (H): 0.07, atom 80 (H): 0.06, atom 81 (H): 0.07, atom 82 (H): 0.07, atom 83 (H): 0.07, atom 84 (H): 0.06, atom 85 (H): 0.11, atom 86 (H): 0.11, atom 87 (H): 0.11, atom 88 (H): 0.11, atom 89 (H): 0.05, atom 90 (Br): 0.83, atom 91 (C): -0.71, atom 92 (C): -0.07, atom 93 (C): -0.01, atom 94 (C): 0.02, atom 95 (C): -0.20, atom 96 (N): 0.04, atom 97 (C): -0.55, atom 98 (O): 0.12, atom 99 (O): -0.26

---

No. 2
ORCA calculation (ωB97M-V/def2-TZVPD) on a structure of composition C40H53CoGe2N10.

XYZ file:
```
106
Properties=species:S:1:pos:R:3:forces:R:3
Co 0.247292 -0.559347 -0.212533 -0.564 -0.100 -0.468
C 4.037343 0.950784 2.256764 1.157 0.759 0.592
N 4.128375 -0.461313 1.887963 -0.707 0.450 -0.879
C 5.037603 -1.349712 2.582774 0.308 0.828 3.170
C 3.015145 -0.944735 1.180133 0.294 1.966 0.170
N 1.929967 -0.274103 0.943357 0.858 -0.860 0.191
N 3.192998 -2.160647 0.620756 0.932 -2.008 -1.011
C 2.113610 -3.035326 0.362384 0.987 -0.752 -0.419
N 2.472595 -4.334055 0.709004 -0.134 -0.520 0.299
N 1.072115 -2.654077 -0.241205 -0.444 0.012 0.690
H 5.004379 1.447454 2.496183 -0.046 -1.048 -0.217
H 3.463309 1.145312 3.175540 -0.395 -0.262 -0.390
H 3.707717 1.568034 1.415592 -0.465 -0.396 0.153
H 6.141996 -1.158344 2.444996 -1.233 0.039 -0.356
H 4.812776 -2.391228 2.356892 0.058 0.201 0.109
H 4.869513 -1.186596 3.767560 0.335 -0.591 -2.443
H 1.778386 0.462422 1.601712 0.127 0.508 0.488
H 4.129103 -2.535517 0.344749 -1.317 0.844 0.686
H 3.231425 -4.434825 1.396244 -0.978 -0.066 -0.547
H 1.821249 -5.133916 0.578617 0.787 1.234 0.203
H 0.349695 -3.358079 -0.151928 -0.192 -0.222 -0.316
C -3.597556 1.542741 2.908258 0.179 -0.834 1.099
Ge -3.296260 -0.425594 2.620933 -0.270 0.436 0.381
C -3.430867 -1.244951 4.434974 1.001 -0.124 0.463
C -4.894300 -0.916579 1.535909 0.576 0.553 1.347
Ge -1.190163 -1.054805 1.620537 0.168 -1.006 0.213
C -1.680954 -3.039674 1.479244 0.468 1.869 -0.471
C -1.939749 -3.850540 2.541308 -0.088 -1.981 1.831
C -2.508288 -5.134699 2.360980 0.028 0.526 -0.882
C -2.779330 -5.612625 1.048547 1.118 1.772 0.947
C -2.376078 -4.828451 -0.041584 0.072 0.457 0.814
C -1.882578 -3.531395 0.212796 -0.217 -0.425 -1.891
C -0.032512 -1.082817 3.253971 1.368 -0.287 -0.230
C 0.100585 0.183246 3.856931 -0.858 -0.804 -0.601
C 1.058948 0.434317 4.811081 0.339 1.571 0.971
C 1.871674 -0.603769 5.230394 0.854 0.471 -0.088
C 1.833973 -1.839994 4.621916 -0.409 -0.477 -0.578
C 0.917462 -2.093911 3.580058 -0.634 2.539 1.792
H -4.600097 1.672588 3.290645 -0.801 -0.074 -0.628
H -3.427931 1.961578 1.939747 -0.182 0.719 -0.414
H -3.082875 2.089280 3.706101 0.821 -0.357 -0.362
H -4.326291 -0.950056 4.934969 -0.827 0.819 0.268
H -2.574572 -0.877795 5.070394 -0.731 -0.460 -0.653
H -3.515589 -2.332515 4.539070 0.543 0.041 -0.502
H -5.629268 -0.742159 2.323246 -0.481 -0.604 -0.091
H -4.876848 -1.931758 1.145846 -0.192 0.143 -0.056
H -5.089006 -0.128541 0.828523 0.154 -0.104 -0.561
H -1.622708 -3.583583 3.574693 -0.539 0.075 -0.809
H -2.733225 -5.722068 3.250311 -0.031 -0.047 -0.311
H -3.250605 -6.539488 0.889688 -0.390 -1.111 -0.085
H -2.429114 -5.222871 -1.051791 -0.216 0.166 0.053
H -1.625749 -2.838681 -0.621973 -0.301 -0.786 0.390
H -0.673791 0.866537 3.510279 0.443 0.633 0.409
H 1.244151 1.451916 5.285497 -0.611 -1.329 -0.730
H 2.644096 -0.384698 5.959045 -0.097 -0.150 0.161
H 2.535339 -2.588072 4.982580 -0.149 -0.156 -0.203
H 0.822393 -3.053127 3.190538 0.013 -1.568 -0.930
C 2.975656 1.352603 -1.588006 -0.725 0.788 0.235
C 2.285519 0.376822 -2.480549 0.115 -0.094 -0.536
N 1.244348 -0.352736 -2.155599 0.751 -0.230 -0.571
C 0.952739 -1.134796 -3.275468 -1.623 0.039 0.808
C 1.759222 -0.842255 -4.321258 0.956 1.427 2.670
N 2.662977 0.130253 -3.781466 0.256 0.038 -0.986
C 3.811197 0.699541 -4.555247 -0.827 -0.903 0.392
N 3.936999 2.113285 -4.526066 -1.467 0.901 -0.035
N 5.051192 2.687481 -4.068020 1.047 -1.241 0.103
N 4.958868 3.942022 -4.059905 -0.728 0.985 -0.252
C 3.684981 4.262128 -4.498869 -1.520 0.445 -0.091
C 2.953476 5.486283 -4.506473 2.579 -0.181 -0.198
C 1.653119 5.442480 -4.814218 -2.748 0.472 0.480
C 0.930631 4.230859 -4.994374 1.321 0.350 -0.122
C 1.586876 3.035028 -4.997483 0.224 0.258 -0.331
C 2.973373 3.092007 -4.806961 1.590 -0.578 1.164
H 2.371532 1.594678 -0.692531 0.214 -0.464 -0.616
H 3.180584 2.303853 -2.073016 -0.130 0.071 -0.299
H 3.931769 1.003693 -1.262631 0.696 -0.505 0.309
H 0.033158 -1.749031 -3.210862 0.950 0.316 -0.224
H 1.845245 -1.238875 -5.282036 0.150 -0.343 -1.243
H 3.677698 0.405252 -5.573285 -0.517 -0.362 -0.729
H 4.755604 0.250551 -4.288128 0.296 0.134 0.601
H 3.475234 6.426040 -4.346528 -0.141 -0.132 0.191
H 1.027920 6.349469 -4.730319 0.620 -0.381 -0.328
H -0.117297 4.251401 -5.138569 -0.866 0.087 -0.082
H 1.033991 2.137005 -5.145494 -0.099 -0.698 0.004
C -0.917982 2.157731 -0.603004 -0.092 -0.450 1.107
C -1.881752 1.201163 -1.326005 0.088 -0.005 0.871
C -1.587819 1.433759 -2.823890 -0.540 -0.100 0.355
C -1.503029 -0.227109 -0.876217 -0.771 -1.118 -0.422
C -3.343324 1.512570 -1.082891 -0.477 -0.658 -0.414
C -4.375393 0.629594 -1.488952 0.149 0.691 0.695
C -5.717479 0.968797 -1.344068 0.636 -0.919 -0.562
C -6.053473 2.211046 -0.883723 -0.987 0.674 0.069
C -5.059247 3.041180 -0.443556 -0.034 0.519 0.502
C -3.726628 2.703065 -0.505480 -0.751 -0.779 -0.925
H 0.066797 1.863756 -0.942922 0.503 -0.022 0.106
H -0.975018 2.037653 0.493737 0.064 -0.131 -0.326
H -0.994385 3.220634 -0.767686 -0.329 0.425 -0.571
H -0.550482 1.087078 -2.956488 -0.414 0.501 -0.503
H -1.782050 2.528481 -3.021844 0.456 -1.107 -0.184
H -2.294866 0.808437 -3.389637 0.400 0.287 -0.211
H -2.431662 -0.867040 -0.733661 0.982 0.759 -0.136
H -4.150482 -0.364077 -1.809772 0.294 -0.411 -0.344
H -6.473763 0.223286 -1.559088 -0.029 0.104 -0.230
H -7.081839 2.580893 -0.890344 0.226 -0.361 0.237
H -5.334006 3.958886 0.023276 -0.149 0.732 0.104
H -2.987636 3.386004 -0.233634 0.916 1.051 0.704
```
Forces are in eV/Å.

The energy relative to the best compared isomer or geometry (same formula, charge and spin) comes out at 16.08 kcal per mole. Its expectation value of S² is 2.1005. Its multiplicity is 3. For the HOMO energy (spin up / spin down), the calculation gives -5.48 / -6.53 eV. The electronic energy is -7640.0312 hartree.

Löwdin population analysis, charges in e, atoms 1 to 99: atom 1 (Co): 0.16, atom 2 (C): -0.06, atom 3 (N): -0.14, atom 4 (C): -0.08, atom 5 (C): -0.42, atom 6 (N): 0.11, atom 7 (N): 0.12, atom 8 (C): -0.48, atom 9 (N): 0.13, atom 10 (N): 0.16, atom 11 (H): 0.10, atom 12 (H): 0.08, atom 13 (H): 0.08, atom 14 (H): 0.09, atom 15 (H): 0.06, atom 16 (H): 0.12, atom 17 (H): 0.06, atom 18 (H): 0.17, atom 19 (H): 0.10, atom 20 (H): 0.12, atom 21 (H): 0.04, atom 22 (C): -0.23, atom 23 (Ge): 0.72, atom 24 (C): -0.25, atom 25 (C): -0.21, atom 26 (Ge): 0.85, atom 27 (C): -0.37, atom 28 (C): -0.14, atom 29 (C): -0.07, atom 30 (C): -0.09, atom 31 (C): -0.08, atom 32 (C): -0.17, atom 33 (C): -0.34, atom 34 (C): -0.16, atom 35 (C): -0.12, atom 36 (C): -0.14, atom 37 (C): -0.10, atom 38 (C): -0.10, atom 39 (H): 0.01, atom 40 (H): -0.03, atom 41 (H): 0.01, atom 42 (H): -0.01, atom 43 (H): 0.03, atom 44 (H): 0.00, atom 45 (H): 0.01, atom 46 (H): 0.02, atom 47 (H): -0.02, atom 48 (H): 0.10, atom 49 (H): 0.09, atom 50 (H): 0.07, atom 51 (H): 0.09, atom 52 (H): 0.07, atom 53 (H): 0.07, atom 54 (H): 0.12, atom 55 (H): 0.10, atom 56 (H): 0.10, atom 57 (H): 0.06, atom 58 (C): 0.01, atom 59 (C): -0.32, atom 60 (N): 0.05, atom 61 (C): -0.12, atom 62 (C): -0.03, atom 63 (N): 0.00, atom 64 (C): -0.07, atom 65 (N): -0.08, atom 66 (N): 0.03, atom 67 (N): 0.07, atom 68 (C): -0.21, atom 69 (C): -0.03, atom 70 (C): -0.10, atom 71 (C): -0.06, atom 72 (C): -0.01, atom 73 (C): -0.14, atom 74 (H): 0.07, atom 75 (H): 0.07, atom 76 (H): 0.08, atom 77 (H): 0.12, atom 78 (H): 0.09, atom 79 (H): 0.12, atom 80 (H): 0.13, atom 81 (H): 0.12, atom 82 (H): 0.12, atom 83 (H): 0.10, atom 84 (H): 0.10, atom 85 (C): -0.08, atom 86 (C): -0.57, atom 87 (C): -0.04, atom 88 (C): -0.17, atom 89 (C): -0.18, atom 90 (C): -0.05, atom 91 (C): -0.11, atom 92 (C): -0.11, atom 93 (C): -0.09, atom 94 (C): -0.06, atom 95 (H): 0.05, atom 96 (H): 0.08, atom 97 (H): 0.07, atom 98 (H): 0.05, atom 99 (H): 0.10